<one>
Density functional theory data (ωB97M-V/def2-TZVPD) for an isolated molecule of C5H11NOS.

Element x y z (Å)
C: 0.10294 2.06200 -1.98382
C: 0.92363 2.06707 -0.71883
O: 1.69593 2.95704 -0.42912
N: 0.78299 0.96912 0.09711
C: -0.48157 0.21580 0.19487
C: -0.36036 -0.87384 1.24380
C: 0.20660 -2.18436 0.70000
S: -0.95882 -3.58542 0.59541
H: -0.03433 1.03819 -2.34150
H: -0.87662 2.52813 -1.89751
H: 0.68640 2.56604 -2.75635
H: 1.21890 1.07611 1.00183
H: -1.22745 0.90001 0.53336
H: -0.77381 -0.22972 -0.75215
H: 0.26538 -0.54009 2.07513
H: -1.33521 -1.04209 1.70816
H: 0.57213 -2.07551 -0.30691
H: 1.09069 -2.50570 1.23848
H: -1.49743 -3.34279 1.79803

Properties
SMILES   CC(=O)NCCCS
Frontier orbital gap   10.10 eV

***

<two>
Density functional theory data (ωB97M-V/def2-TZVPD) for an isolated molecule of C5H11NOS.

Element x y z (Å)
C: -2.87170 0.55274 0.51188
S: -1.93217 1.20157 -0.96689
C: -0.20441 1.52782 -0.30300
C: 0.76481 0.45503 -0.80260
C: 0.86637 -0.81576 0.00915
N: 1.56832 -0.66430 1.22611
C: 1.58128 -1.93918 -0.74041
O: 2.00442 -1.79658 -1.81307
H: -3.85695 0.20270 0.17224
H: -3.03305 1.43125 1.27470
H: -2.30880 -0.20146 1.05522
H: 0.05950 2.45774 -0.83768
H: -0.23926 1.74007 0.65578
H: 0.53617 0.34390 -1.89882
H: 1.81019 0.76280 -0.74247
H: -0.21976 -1.20138 0.24676
H: 1.16414 -0.26234 2.13790
H: 2.53926 -0.79786 1.11118
H: 1.77163 -2.99675 -0.29598

Properties
SMILES   CSCC[C@H](N)C=O
Frontier orbital gap   9.33 eV

***

From most stable to least stable, the computed energies give <one>, <two>.

***

<one>
Density functional theory data (ωB97M-V/def2-TZVPD) for an isolated molecule of C5H11NOS.

Element x y z (Å)
O: -0.29158 -4.38290 1.55056
C: -0.02370 -3.68873 0.60265
C: -0.77754 -2.41350 0.45636
N: -0.06451 -1.30609 -0.11408
C: -0.79636 -0.02612 -0.17916
C: 0.03327 1.07542 -0.86970
C: 0.04928 2.28033 0.00099
S: 0.90869 3.76592 -0.66980
H: 0.91083 -3.85719 -0.02750
H: -1.71375 -2.67528 -0.08087
H: -1.15655 -2.10777 1.42359
H: 0.49424 -1.54110 -0.92469
H: -1.79348 -0.08939 -0.61365
H: -0.90211 0.33751 0.84697
H: 1.09316 0.78240 -0.81304
H: -0.15444 1.33238 -1.89347
H: -0.92630 2.82715 0.08489
H: 0.26503 2.21483 1.05255
H: 2.11029 3.19652 -1.07743

Properties
SMILES   O=CCNCCCS
Frontier orbital gap   10.03 eV

***

<two>
Density functional theory data (ωB97M-V/def2-TZVPD) for a cluster of 2 separate species, C5H11NOS in total.

Element x y z (Å)
O: -2.61952 0.04695 0.37041
C: -1.83413 0.84939 0.85740
C: -0.36176 0.45033 1.28616
C: 0.06812 -0.97329 0.83116
C: 1.50912 -0.85209 0.93801
S: 2.52242 0.53014 0.69627
C: 2.53067 0.64129 -1.15763
N: -0.43799 1.36178 0.21744
H: -2.22678 1.71188 1.41907
H: 0.03051 0.74503 2.25549
H: -0.50063 -1.55858 1.55775
H: -0.30026 -1.08736 -0.18589
H: 2.02688 -1.63348 1.49181
H: -4.01818 -1.83663 -3.38551
H: 1.49615 0.75964 -1.45001
H: 3.16026 1.47473 -1.40135
H: 2.98515 -0.28086 -1.50451
H: -4.05815 -2.57651 -3.32770
H: 0.02813 2.22765 0.49165

Properties
Frontier orbital gap   5.56 eV

***

From most stable to least stable, the computed energies give <one>, <two>.

***

<one>
Density functional theory data (ωB97M-V/def2-TZVPD) for an isolated molecule of C18H21N3O3.

Element x y z (Å)
C: -2.97012 -3.41650 0.59477
C: -2.92524 -1.89683 0.72658
O: -2.02954 -1.29409 -0.18266
C: -0.67719 -1.37090 0.03352
C: -0.09467 -1.87879 1.18608
C: 1.27985 -1.89201 1.35542
C: 2.12025 -1.43969 0.35313
C: 3.61070 -1.43211 0.55329
C: 4.35098 -0.25671 -0.04651
O: 5.43125 -0.35045 -0.58398
N: 3.76272 0.97875 0.05901
N: 2.53647 1.17932 0.54430
C: 1.90644 2.25073 0.27452
C: 0.53513 2.41466 0.70159
C: -0.06896 1.52538 1.59495
C: -1.40576 1.68999 1.89919
C: -2.09805 2.73692 1.30343
N: -1.53716 3.59009 0.46283
C: -0.26032 3.43533 0.17377
C: 1.54533 -0.97534 -0.82091
C: 0.16924 -0.88499 -0.98258
O: -0.24238 -0.33561 -2.16006
C: -1.45359 0.40316 -2.21038
C: -1.33522 1.40079 -3.35309
H: -3.71317 -3.82194 1.27612
H: -3.23746 -3.68860 -0.42312
H: -2.00203 -3.85538 0.82275
H: -3.89788 -1.47322 0.45911
H: -2.69602 -1.59958 1.75753
H: -0.71139 -2.25801 1.98525
H: 1.69012 -2.26435 2.28245
H: 3.82825 -1.43589 1.62484
H: 4.06071 -2.33166 0.12333
H: 4.23701 1.73113 -0.45222
H: 2.34207 3.04791 -0.34045
H: 0.52069 0.72858 2.01922
H: -1.90629 1.02347 2.58460
H: -3.14764 2.90476 1.50582
H: 0.15108 4.15367 -0.52484
H: 2.15961 -0.63330 -1.63997
H: -2.30001 -0.27203 -2.37967
H: -1.61376 0.93246 -1.26458
H: -2.25331 1.97518 -3.43553
H: -0.50683 2.08024 -3.17022
H: -1.15388 0.87544 -4.28662

Properties
SMILES   CCOc1ccc(CC(=O)N/N=C/c2cccnc2)cc1OCC
Frontier orbital gap   8.19 eV

***

<two>
Density functional theory data (ωB97M-V/def2-TZVPD) for an isolated molecule of C18H21N3O3.

Element x y z (Å)
C: -6.40106 -0.58718 1.74951
C: -5.43445 -0.89110 0.64520
C: -5.74005 -1.86063 -0.30322
C: -4.85113 -2.13809 -1.32514
C: -3.65317 -1.45537 -1.41247
C: -3.33454 -0.48094 -0.46862
N: -2.10375 0.16807 -0.60512
C: -1.58677 1.18804 0.15741
O: -2.15095 1.67343 1.11848
N: -0.35970 1.64279 -0.25601
C: 0.42930 1.03165 -1.30874
C: 1.75569 1.76605 -1.48476
C: 2.57462 1.79635 -0.18541
N: 3.26962 0.54468 0.01432
C: 4.61445 0.42470 -0.09459
O: 5.35363 1.34755 -0.37782
C: 5.11067 -0.93770 0.16254
C: 6.39450 -1.41669 0.15779
C: 6.30461 -2.79043 0.47012
C: 4.97848 -3.04936 0.64127
O: 4.24601 -1.94158 0.45846
C: 1.66833 2.11055 1.01921
C: 0.30856 2.63207 0.56615
C: -4.23207 -0.20683 0.55750
H: -7.32769 -0.18640 1.33964
H: -6.64686 -1.49383 2.30072
H: -5.98356 0.14085 2.43943
H: -6.67553 -2.39694 -0.23946
H: -5.09049 -2.89178 -2.06122
H: -2.96072 -1.67606 -2.21407
H: -1.57415 -0.13728 -1.40592
H: 0.63105 -0.02477 -1.07384
H: -0.11595 1.07498 -2.26179
H: 1.56362 2.78669 -1.81399
H: 2.33805 1.27064 -2.26303
H: 3.36608 2.54548 -0.28931
H: 2.72812 -0.27092 0.25421
H: 7.27575 -0.84465 -0.04435
H: 7.11228 -3.48757 0.55545
H: 4.45020 -3.95002 0.88613
H: 2.14113 2.84014 1.67514
H: 1.51039 1.19784 1.59864
H: -0.34017 2.81473 1.42490
H: 0.42023 3.57053 0.01308
H: -3.98261 0.54835 1.28359

Properties
SMILES   Cc1cccc(NC(=O)N2CCC(NC(=O)c3ccco3)CC2)c1
Frontier orbital gap   8.66 eV

***

<three>
Density functional theory data (ωB97M-V/def2-TZVPD) for an isolated molecule of C18H21N3O3.

Element x y z (Å)
C: 2.32127 2.74351 -1.93553
C: 0.96894 2.89926 -1.24167
N: 0.20230 1.65889 -1.25757
C: 0.58986 0.45892 -0.80430
O: 1.67002 0.21384 -0.28881
C: -0.48733 -0.61343 -0.96567
C: 0.13343 -2.00015 -1.15356
C: -0.91931 -3.02174 -1.49267
C: -0.62107 -4.37607 -1.39517
C: -1.56151 -5.33532 -1.71689
C: -2.82190 -4.94840 -2.14279
C: -3.12730 -3.60508 -2.24531
C: -2.18502 -2.63509 -1.92663
C: -2.54717 -1.17208 -2.03512
N: -1.40177 -0.27574 -2.04744
C: 1.11466 3.42211 0.20332
O: 0.58493 4.45617 0.55550
N: 1.87846 2.64858 0.99102
C: 1.91677 2.83560 2.42734
C: 1.11198 1.77388 3.10463
C: -0.19050 1.40075 2.94038
C: -0.39176 0.28559 3.78932
C: 0.80216 0.06408 4.40095
O: 1.71843 0.95597 3.98909
H: 2.87311 3.67712 -1.86980
H: 2.17243 2.49575 -2.98456
H: 2.90482 1.95376 -1.47256
H: 0.37094 3.64421 -1.77513
H: -0.73401 1.68132 -1.64052
H: -1.07135 -0.60604 -0.03423
H: 0.67224 -2.29078 -0.25074
H: 0.86862 -1.95462 -1.96534
H: 0.36270 -4.67247 -1.06036
H: -1.31421 -6.38324 -1.63499
H: -3.56266 -5.69211 -2.39594
H: -4.10822 -3.29569 -2.57787
H: -3.13461 -0.99488 -2.93975
H: -3.17158 -0.89382 -1.17579
H: -0.90867 -0.38331 -2.93186
H: 2.14401 1.72851 0.64290
H: 1.50627 3.82992 2.62967
H: 2.94986 2.78386 2.78122
H: -0.91050 1.87098 2.30197
H: -1.29821 -0.26838 3.92364
H: 1.11557 -0.66476 5.12153

Properties
SMILES   C[C@@H](NC(=O)[C@@H]1Cc2ccccc2CN1)C(=O)NCc1ccco1
Frontier orbital gap   9.04 eV

***

From most stable to least stable, the computed energies give <two>, <three>, <one>.